Entry 1:
ORCA calculation (ωB97M-V/def2-TZVPD) on a single C16H19NO6S molecule.

Geometry as ORCA input:
```
! RIJCOSX wB97M-V def2-TZVPD def2/J DEFGRID3
* xyz 0 1
C 4.762 1.813 -0.628
H 4.384 2.011 -1.637
H 5.181 2.730 -0.216
H 5.546 1.050 -0.679
O 3.731 1.440 0.249
C 3.042 0.292 -0.016
C 3.247 -0.529 -1.110
C 2.476 -1.668 -1.303
C 1.504 -2.011 -0.381
C 1.301 -1.205 0.739
C 2.046 -0.056 0.924
O 1.894 0.801 1.968
C 0.859 0.549 2.886
H 1.003 -0.402 3.409
H -0.117 0.545 2.390
H 0.900 1.367 3.604
H 0.563 -1.518 1.457
N 0.709 -3.144 -0.542
S -0.886 -3.162 -0.021
O -1.525 -4.144 -0.845
O -0.929 -3.339 1.400
C -1.488 -1.522 -0.399
C -1.293 -0.976 -1.644
C -1.736 0.317 -1.894
C -2.374 1.049 -0.904
C -2.587 0.465 0.372
C -2.131 -0.820 0.608
H -2.251 -1.311 1.559
O -3.230 1.243 1.275
C -3.525 0.695 2.539
H -4.072 1.471 3.071
H -4.149 -0.199 2.452
H -2.615 0.448 3.096
O -2.835 2.313 -1.043
C -2.655 2.967 -2.276
H -1.594 3.070 -2.525
H -3.092 3.956 -2.148
H -3.172 2.446 -3.088
H -1.575 0.745 -2.869
H -0.803 -1.545 -2.417
H 0.837 -3.654 -1.402
H 2.646 -2.289 -2.170
H 4.004 -0.290 -1.839
*
```

Summary:
LUMO (eV): 0.591
SMILES string: COc1ccc(NS(=O)(=O)c2ccc(OC)c(OC)c2)cc1OC
Kohn-Sham gap (eV): 8.41
F_max (eV Å⁻¹): 0.95
ΔE to the lowest compared entry with this formula, charge and spin (kcal/mol): 21.1



Entry 2:
ORCA calculation (ωB97M-V/def2-TZVPD) on a molecular structure, C16H20AuBN7S4.

Geometry as ORCA input:
```
! RIJCOSX wB97M-V def2-TZVPD def2/J DEFGRID3
* xyz 1 1
Au 0.499 0.433 0.815
C 2.747 -0.327 5.558
S 3.587 -1.002 4.111
C 2.648 -0.375 2.785
S 0.959 0.002 3.041
N 3.284 -0.337 1.665
N 2.530 0.052 0.566
C 3.200 0.169 -0.520
C 2.638 0.700 -1.763
C 3.365 0.617 -2.941
C 2.799 1.119 -4.104
C 1.533 1.674 -4.040
C 0.885 1.719 -2.809
N 1.427 1.260 -1.693
H 3.329 -0.693 6.402
H 1.728 -0.694 5.651
H 2.770 0.759 5.547
H 4.245 -0.121 -0.478
H 4.346 0.159 -2.945
H 3.336 1.071 -5.041
H 1.051 2.072 -4.921
H -0.114 2.134 -2.726
C 0.673 -3.347 0.787
N -0.724 -2.944 0.757
C -1.714 -3.471 1.548
C -2.849 -2.793 1.253
N -2.557 -1.864 0.287
B -3.692 -0.989 -0.355
N -3.181 0.451 -0.753
C -3.581 1.055 -1.913
C -3.048 2.304 -1.951
N -2.306 2.448 -0.809
C -1.600 3.659 -0.410
C -2.406 1.308 -0.090
S -1.650 1.070 1.456
C -1.256 -1.959 -0.002
S -0.340 -0.942 -1.070
H 0.727 -4.397 1.063
H 1.225 -2.754 1.518
H 1.109 -3.206 -0.197
H -1.525 -4.276 2.235
H -3.845 -2.896 1.641
H -4.071 -1.494 -1.378
H -4.560 -0.877 0.470
H -4.212 0.546 -2.618
H -3.139 3.091 -2.678
H -1.375 4.235 -1.304
H -0.675 3.395 0.094
H -2.216 4.255 0.260
*
```

Summary:
LUMO (alpha / beta) (eV): -4.792 / -4.791
Kohn-Sham gap (alpha / beta) (eV): 6.21 / 6.21
F_max (eV Å⁻¹): 0.93
ΔE to the lowest compared entry with this formula, charge and spin (kcal/mol): 8.9



Entry 3:
ORCA calculation (ωB97M-V/def2-TZVPD) on a molecular structure, C16H20AuGe2N in a non-equilibrium geometry.

Geometry as ORCA input:
```
! RIJCOSX wB97M-V def2-TZVPD def2/J DEFGRID3
* xyz 1 2
Au -0.121 0.413 -2.961
C -1.790 -0.268 2.352
Ge -2.137 -0.279 0.390
C -3.013 -1.950 -0.265
C -3.146 1.326 -0.240
Ge 0.314 -0.111 -0.660
C 0.961 1.563 0.178
C 1.946 1.704 1.152
C 2.398 2.954 1.538
C 1.863 4.099 0.972
C 0.872 3.984 0.008
C 0.433 2.733 -0.376
C 1.088 -1.815 -0.007
C 2.058 -1.950 0.984
C 2.523 -3.196 1.363
C 2.022 -4.338 0.762
C 1.072 -4.227 -0.241
C 0.612 -2.980 -0.616
H -2.737 -0.293 2.885
H -1.254 0.635 2.634
H -1.204 -1.138 2.639
H -4.051 -1.938 0.060
H -2.530 -2.833 0.144
H -2.996 -2.001 -1.351
H -4.173 1.244 0.109
H -3.158 1.378 -1.327
H -2.716 2.240 0.160
H 2.383 0.829 1.606
H 3.175 3.035 2.281
H 2.211 5.074 1.280
H 0.449 4.872 -0.439
H -0.337 2.654 -1.140
H 2.471 -1.073 1.457
H 3.275 -3.272 2.135
H 2.375 -5.309 1.072
H 0.690 -5.115 -0.722
H -0.125 -2.904 -1.408
N 0.118 2.137 -5.483
C -0.236 1.308 -4.761
H 0.412 2.808 -6.163
*
```

Summary:
LUMO (alpha / beta) (eV): -2.902 / -5.942
Kohn-Sham gap (alpha / beta) (eV): 8.24 / 6.13
F_max (eV Å⁻¹): 1.43



Entry 4:
ORCA calculation (ωB97M-V/def2-TZVPD) on 3 unconnected molecules or ions with the total composition C16H20Br2IN4O5 in a non-equilibrium geometry.

Geometry as ORCA input:
```
! RIJCOSX wB97M-V def2-TZVPD def2/J DEFGRID3
* xyz -1 1
C 3.182 -4.492 -0.708
C 3.279 -3.255 0.140
Br 5.060 -2.760 0.647
C 2.214 -2.555 0.548
Br 2.464 -0.993 1.666
C 0.768 -2.840 0.202
C 0.412 -4.270 0.414
N 0.428 -5.415 0.520
C 0.295 -2.243 -1.158
C 1.239 -2.541 -2.262
N 1.858 -2.923 -3.152
C -1.177 -2.606 -1.493
C -1.421 -3.832 -2.367
O -1.078 -3.967 -3.481
I -2.689 -5.428 -1.534
C 0.262 -0.678 -0.999
O -0.086 -0.194 0.081
O 0.529 -0.071 -2.054
H 3.506 -5.347 -0.112
H 2.219 -4.653 -1.168
H 3.912 -4.401 -1.516
H 0.168 -2.279 0.925
H -1.584 -1.764 -2.056
H -1.742 -2.678 -0.566
C -2.732 0.896 -0.608
C -4.037 1.587 -0.904
O -5.086 0.985 -1.088
N -4.011 2.949 -0.963
C -2.870 3.825 -0.779
H -2.888 -0.177 -0.591
H -1.991 1.128 -1.375
H -2.349 1.202 0.364
H -4.908 3.362 -1.162
H -3.057 4.503 0.058
H -2.713 4.420 -1.682
H -1.970 3.254 -0.577
C 0.844 2.329 1.938
C 2.133 2.880 2.496
O 3.118 2.186 2.693
N 2.173 4.215 2.781
C 1.119 5.196 2.615
H 0.958 1.267 1.756
H 0.029 2.479 2.648
H 0.601 2.811 0.990
H 3.059 4.521 3.148
H 1.451 5.982 1.932
H 0.881 5.649 3.580
H 0.223 4.738 2.212
*
```

Summary:
LUMO (eV): 2.335
Kohn-Sham gap (eV): 8.45
F_max (eV Å⁻¹): 1.93